CClNa3O7 as an isolated structure, computed with the ωB97M-V functional and the def2-TZVPD basis.

Geometry as XYZ:
```
12
Properties=species:S:1:pos:R:3:forces:R:3
Na 18.5040 24.3175 16.9438 1.43 -0.14 -1.24
Na 18.8054 18.4889 14.0659 0.45 0.59 0.70
Na 17.3964 22.1907 13.8072 1.45 1.05 0.41
Cl 19.7967 20.7450 16.6370 0.75 1.00 2.39
O 19.0635 19.6148 17.2568 1.81 -0.59 -1.28
O 19.5783 21.8049 17.5948 -0.30 0.83 -0.55
O 21.2188 20.7284 16.3290 -1.38 -1.71 0.89
O 19.1578 20.9854 15.3794 -1.78 -0.32 -2.22
C 20.1889 24.2507 14.3597 0.90 1.95 -2.56
O 19.0331 23.6351 14.3328 -2.49 -1.98 0.09
O 20.3388 25.0618 15.3178 0.01 0.26 2.18
O 20.9822 24.2241 13.3577 -0.87 -0.94 1.18
```
Positions in Å, forces in eV/Å.

* frontier orbital gap: 2.4 eV
* HOMO: -5.2 eV
* LUMO: -2.8 eV
* calculated total energy: -1511.6180 hartree

***

C28H24AsCl2CrN5S4 as an isolated structure, computed with the ωB97M-V functional and the def2-TZVPD basis.

Geometry as XYZ:
```
65
Properties=species:S:1:pos:R:3:forces:R:3
Cr -1.2124 -0.3699 0.3351 -0.44 -0.21 -0.06
S 0.1751 -0.5795 2.2919 -0.04 -0.02 -0.12
C 1.4256 0.6578 2.1776 0.05 -0.08 0.04
C 1.9870 1.2043 3.3326 0.01 0.01 0.02
C 2.9743 2.1726 3.2414 0.00 -0.01 0.00
C 3.4237 2.6154 2.0032 0.00 0.00 -0.01
C 2.8797 2.0707 0.8481 0.02 0.01 0.00
C 1.8968 1.0977 0.9390 -0.02 0.01 -0.05
As 1.0172 0.2354 -0.5428 -0.01 0.17 -0.02
C 1.4247 1.4099 -2.0325 0.07 0.03 0.01
C 2.5971 1.2731 -2.7717 -0.01 0.00 0.00
C 2.8739 2.1513 -3.8095 -0.01 0.02 -0.01
C 1.9831 3.1714 -4.1132 0.01 0.00 -0.01
C 0.8209 3.3190 -3.3712 -0.02 -0.01 0.03
C 0.5424 2.4444 -2.3296 -0.01 -0.01 0.01
C 2.1898 -1.2672 -0.8995 0.00 -0.01 -0.01
C 2.1143 -1.9090 -2.1328 0.02 -0.03 0.01
C 2.8736 -3.0419 -2.3783 -0.01 0.00 -0.01
C 3.7051 -3.5474 -1.3874 0.00 0.00 0.01
C 3.7778 -2.9146 -0.1560 0.01 0.00 0.00
C 3.0223 -1.7749 0.0893 -0.02 0.01 0.01
H 1.6314 0.8729 4.3004 0.00 0.00 0.00
H 3.3898 2.5946 4.1490 0.00 0.00 0.00
H 4.1858 3.3815 1.9385 0.00 0.00 0.00
H 3.2160 2.4082 -0.1258 0.00 0.00 0.00
H 3.2915 0.4736 -2.5442 0.00 0.02 0.00
H 3.7840 2.0344 -4.3849 0.00 0.00 0.00
H 2.1939 3.8482 -4.9321 0.00 0.00 0.00
H 0.1189 4.1085 -3.6070 0.01 0.00 0.00
H -0.3677 2.5585 -1.7545 -0.02 -0.01 0.01
H 1.4547 -1.5331 -2.9065 0.01 0.00 0.00
H 2.7981 -3.5392 -3.3369 -0.01 0.00 0.00
H 4.2881 -4.4410 -1.5736 0.00 0.00 0.00
H 4.4161 -3.3120 0.6234 0.00 0.00 0.00
H 3.0712 -1.2929 1.0580 0.00 0.01 0.00
S -2.3553 0.5977 -1.4141 0.15 0.04 -0.15
C -1.9435 -0.4017 -2.7806 0.08 -0.05 0.07
C -2.2039 0.1276 -4.0824 -0.05 -0.01 -0.05
N -2.4397 0.5758 -5.1172 0.02 0.01 0.01
C -1.4095 -1.6437 -2.6094 -0.01 0.03 0.00
S -1.1060 -2.3323 -1.0587 -0.02 0.05 0.17
C -1.1015 -2.4594 -3.7500 -0.01 0.00 -0.03
N -0.8250 -3.1247 -4.6478 0.01 -0.01 0.00
Cl 0.5385 -6.5827 0.8655 0.01 0.00 0.01
C -0.6915 -5.5221 1.5910 -0.03 0.02 -0.08
Cl -0.1325 -3.8662 1.7812 0.10 -0.06 0.13
H -0.9334 -5.9256 2.5666 -0.02 0.01 0.00
H -1.5531 -5.5206 0.9335 0.01 0.01 -0.01
N -1.8662 2.5478 1.5112 -0.05 0.02 -0.04
C -1.6302 1.4938 1.0866 0.08 0.00 0.07
C -2.8604 0.4997 4.1449 0.02 0.01 0.01
N -3.8208 0.6999 3.0862 -0.02 0.00 -0.03
C -4.5196 1.9767 2.9545 0.02 -0.01 0.01
C -5.0952 1.9190 1.5287 0.01 0.00 -0.01
N -4.7411 0.5672 1.1016 -0.02 -0.01 -0.04
C -3.8847 -0.0045 1.9632 0.05 -0.04 0.07
S -3.0418 -1.4457 1.5925 0.10 0.09 0.07
H -2.0817 1.2625 4.0751 -0.01 0.00 -0.01
H -2.3984 -0.4758 4.0221 0.00 -0.01 0.01
H -3.3601 0.5614 5.1139 0.00 0.00 0.00
H -3.7973 2.7868 3.0576 -0.01 0.00 0.02
H -5.2933 2.0643 3.7208 -0.01 -0.02 0.00
H -4.6174 2.6581 0.8865 0.01 0.00 -0.01
H -6.1764 2.0561 1.5137 0.01 0.02 -0.02
H -4.6228 0.3299 0.1259 0.00 0.03 0.01
```
Positions in Å, forces in eV/Å.

* frontier orbital gap (spin up / spin down): 6.6 / 7.2 eV
* HOMO (spin up / spin down): -4.7 / -4.8 eV
* LUMO (spin up / spin down): 1.9 / 2.5 eV
* multiplicity: 2
* expectation value of S²: 0.7766
* calculated total energy: -7148.6680 hartree
* charge: -1
* relative energy (zero: lowest compared OMol25 entry of this formula, charge and spin): 0.0 kcal per mole

***

A 18-piece molecular cluster, C27H89BrINO17P overall, computed with the ωB97M-V functional and the def2-TZVPD basis.

Geometry as XYZ:
```
137
Properties=species:S:1:pos:R:3:forces:R:3
C 2.6667 3.0660 4.0712 -0.02 -0.26 -0.79
C 2.7969 2.5060 2.9977 -0.52 -0.03 1.11
P 2.6454 1.3237 1.4848 2.02 0.96 -0.61
N 2.4279 0.2055 0.0928 -0.35 0.39 -0.55
Br 1.1148 -0.1025 2.6769 -0.90 -0.62 0.60
C 4.0479 0.3055 2.3400 -0.90 -0.56 0.74
C 4.2988 -1.1161 1.8396 1.73 0.59 -0.52
C 5.3881 -1.8271 2.7128 -1.26 -0.05 -0.51
C 5.0882 -3.3416 2.8072 0.86 -0.19 0.76
C 6.0966 -4.2736 2.0902 -0.74 0.14 -0.19
C 6.5661 -3.8161 0.6907 0.60 -1.06 -0.11
C 5.9090 -4.5837 -0.4895 0.06 1.67 -0.19
C 4.6537 -3.8240 -1.0033 -0.76 -1.05 -0.13
C 3.3186 -4.4976 -0.5540 0.50 0.80 0.19
C 1.2885 2.5028 0.8889 -0.45 0.44 0.65
C -0.0024 2.6782 1.7078 -0.66 0.61 -0.97
C -1.2333 1.8846 1.1746 0.19 0.98 1.20
C -2.4226 2.8417 0.9306 -0.53 -1.31 -0.82
C -3.7224 1.9963 0.7756 0.84 -0.18 0.72
C -4.2879 1.6038 2.1513 -0.33 -0.08 -0.21
C -5.3174 0.4540 2.0738 -0.43 0.92 0.04
C -6.7509 1.0267 1.8049 0.53 -1.03 -0.56
C -7.4454 0.2240 0.6778 -0.50 0.13 0.90
C -8.0482 -1.0664 1.2778 0.95 -0.15 -0.82
C -8.6069 -2.0538 0.2267 -1.00 0.58 0.44
C -9.3867 -1.3601 -0.9159 0.59 -0.52 -0.66
C -8.4957 -1.0317 -2.1562 -0.27 0.16 1.08
C 4.0308 2.2389 0.4262 -1.27 -0.39 -1.04
I 5.0861 3.8647 1.3539 0.21 0.00 -0.03
C 3.5736 2.7467 -0.9645 1.81 0.76 -0.41
C 4.8344 3.0568 -1.8432 -0.29 -0.54 0.11
H 2.4809 3.5809 4.9852 0.14 -0.01 -0.03
H 1.9262 -0.6422 0.3055 0.31 -0.13 0.11
H 3.2358 0.0755 -0.4993 0.03 -0.35 0.17
H 3.7217 0.2104 3.3841 0.00 0.12 -0.16
H 4.9832 0.8793 2.4031 -0.14 0.03 -0.35
H 4.7454 -1.0427 0.8321 -0.30 -0.11 0.02
H 3.3996 -1.7198 1.7312 -0.08 0.17 0.34
H 6.3744 -1.6482 2.2729 -0.05 0.01 0.17
H 5.3621 -1.3314 3.6894 0.09 -0.35 0.06
H 4.0782 -3.5982 2.4778 0.05 0.34 -0.09
H 5.1253 -3.6072 3.8744 -0.16 -0.14 -0.19
H 6.9367 -4.4981 2.7587 0.06 0.28 -0.18
H 5.5817 -5.2345 1.9488 0.20 0.04 0.13
H 6.4539 -2.7482 0.4937 -0.03 -0.04 0.29
H 7.6474 -4.0164 0.6356 -0.14 0.12 0.00
H 5.6752 -5.6158 -0.2197 0.06 0.06 -0.09
H 6.6377 -4.5654 -1.3099 -0.05 -0.33 0.13
H 4.6488 -2.7847 -0.6655 0.18 -0.10 -0.01
H 4.6422 -3.7837 -2.0997 0.22 -0.07 0.14
H 3.4789 -5.5193 -0.2004 -0.14 0.23 -0.28
H 2.5806 -4.4607 -1.3592 -0.02 -0.12 0.18
H 2.9249 -3.9186 0.2910 -0.18 -0.27 -0.08
H 1.7669 3.4933 0.9164 0.21 -0.28 -0.01
H 0.9964 2.3212 -0.1507 0.21 -0.23 0.12
H -0.3030 3.7266 1.5488 0.27 -0.08 0.15
H 0.1152 2.6006 2.7894 0.22 -0.32 -0.15
H -0.9658 1.3777 0.2440 -0.18 -0.25 0.19
H -1.5343 1.1886 1.9623 0.13 -0.40 -0.45
H -2.5397 3.5599 1.7452 0.17 0.15 -0.22
H -2.2516 3.3201 -0.0420 0.05 0.51 0.38
H -4.4723 2.5016 0.1578 0.00 -0.14 0.06
H -3.4021 1.0603 0.2960 -0.31 0.18 -0.28
H -4.7867 2.4915 2.5646 0.14 -0.16 0.19
H -3.4805 1.3354 2.8397 0.04 0.07 -0.20
H -5.0612 -0.2180 1.2471 0.14 -0.02 0.19
H -5.3092 -0.1260 3.0013 0.01 0.01 -0.12
H -6.6727 2.0805 1.5261 -0.08 -0.06 0.13
H -7.3398 0.9111 2.7212 -0.06 0.40 -0.11
H -8.2583 0.8185 0.2434 0.18 -0.04 -0.09
H -6.7210 -0.0152 -0.1061 -0.12 0.07 -0.01
H -8.7939 -0.7859 2.0284 -0.03 -0.10 -0.13
H -7.2122 -1.5671 1.7884 -0.28 0.02 0.23
H -7.8278 -2.7050 -0.1774 -0.05 0.12 -0.01
H -9.3414 -2.6912 0.7419 0.29 -0.12 -0.02
H -9.8483 -0.4361 -0.5570 -0.16 -0.22 0.04
H -10.1812 -2.0362 -1.2529 -0.06 0.18 0.19
H -8.9867 -1.2860 -3.0955 0.14 0.10 0.02
H -7.5473 -1.5666 -2.0489 -0.09 0.03 -0.29
H -8.2908 0.0385 -2.1354 0.19 -0.14 -0.37
H 4.7892 1.4759 0.2180 0.12 0.20 0.35
H 3.0416 3.6932 -0.8787 -0.33 -0.31 0.03
H 2.9958 2.0183 -1.5357 -0.28 -0.07 0.60
H 5.1748 4.0822 -1.7024 0.02 -0.09 -0.16
H 4.6476 2.8496 -2.9035 -0.09 0.34 0.10
H 5.6497 2.3795 -1.5561 -0.02 0.17 -0.01
O 7.6696 6.4176 2.8648 0.04 -0.02 0.04
H 6.8263 5.9519 2.8740 -0.05 0.03 -0.01
H 8.3210 5.7139 2.7797 -0.04 -0.01 -0.02
O 1.9811 4.6633 -3.0025 -0.19 0.04 -0.14
H 1.3829 4.7274 -2.2499 0.08 0.03 0.05
H 1.8159 3.7840 -3.3577 0.06 -0.01 0.04
O -8.9912 1.2163 -4.2829 -0.19 0.46 -0.22
H -9.7636 1.7282 -4.0203 0.10 0.07 0.07
H -9.1742 0.9457 -5.1926 0.10 -0.36 0.09
O 9.1432 -1.6957 1.9141 -0.30 -0.08 -0.01
H 9.6546 -1.9184 1.1289 0.13 0.09 0.06
H 9.0858 -2.5254 2.3996 -0.05 0.02 0.00
O 2.1517 6.4035 0.9964 0.03 0.09 0.02
H 2.0116 7.0768 1.6693 -0.06 -0.04 0.03
H 2.9550 5.9441 1.2821 -0.11 -0.17 -0.10
O -8.2031 -0.8942 -5.8098 0.01 -0.10 -0.23
H -8.0226 -1.3612 -6.6385 0.08 0.05 -0.05
H -7.3370 -0.7808 -5.4038 -0.08 0.03 0.12
O -6.3853 2.4156 -5.3602 -0.03 -0.10 -0.09
H -7.2190 2.1179 -4.9700 -0.06 0.00 0.15
H -6.3140 1.9166 -6.1795 0.01 0.05 -0.01
O -6.7550 -1.9376 -8.1684 0.02 0.08 0.04
H -6.5815 -2.4074 -8.9942 0.02 -0.12 0.04
H -5.8819 -1.8300 -7.7773 0.01 -0.02 -0.05
O 0.6039 -1.8077 -2.2966 0.03 0.02 -0.05
H 1.3121 -1.3450 -1.8320 -0.04 0.08 0.06
H -0.1830 -1.2998 -2.0756 0.03 0.00 0.06
O 2.9100 -7.2112 1.1419 -0.09 -0.31 0.15
H 2.5176 -7.8331 0.5206 0.02 0.04 -0.02
H 2.2378 -7.0981 1.8222 0.05 0.09 0.00
O -8.2556 -4.8978 2.3514 -0.08 0.04 0.03
H -8.1173 -3.9460 2.4037 0.05 -0.02 -0.01
H -8.8559 -5.0053 1.6067 0.07 -0.02 -0.03
O 11.8433 -1.8835 1.5450 0.34 -0.05 0.03
H 11.7090 -1.2180 2.2294 -0.16 -0.03 -0.03
H 12.6397 -2.3523 1.8132 0.00 0.02 -0.08
O -1.2244 6.1285 1.6538 -0.02 0.20 -0.11
H -1.8178 6.7117 1.1705 -0.01 -0.03 0.02
H -0.4800 5.9931 1.0543 0.14 -0.07 0.14
O 8.8732 0.2402 4.0081 0.09 -0.10 0.04
H 8.0701 -0.0925 4.4205 -0.04 0.10 -0.04
H 8.9718 -0.2989 3.2079 -0.06 0.06 0.01
O 9.3011 8.9657 2.9558 -0.04 0.10 0.02
H 8.4590 8.4919 2.9646 0.08 -0.13 -0.02
H 9.9546 8.2663 2.8712 -0.02 0.00 0.00
O -5.3973 -4.0166 -9.8380 -0.01 -0.09 -0.04
H -4.8959 -4.2533 -10.6248 -0.01 0.10 -0.01
H -5.5342 -4.8529 -9.3805 -0.03 0.06 0.06
O -9.0893 -4.4707 -2.3507 -0.06 -0.03 -0.09
H -8.7721 -4.0469 -3.1554 0.05 0.02 0.05
H -9.9532 -4.0730 -2.2031 0.03 0.01 0.03
```
Positions in Å, forces in eV/Å.

* frontier orbital gap: 6.2 eV
* HOMO: -5.1 eV
* LUMO: 1.1 eV
* calculated total energy: -5628.9581 hartree
* charge: -1

***

One molecule with the formula C3H5NS3, computed with the ωB97M-V functional and the def2-TZVPD basis.

Geometry as XYZ:
```
12
Properties=species:S:1:pos:R:3:forces:R:3
C 0.4148 -0.4480 0.3777 -0.90 0.71 -0.27
C -0.8870 -1.0930 -0.1191 -0.26 -1.03 0.34
C 0.3049 1.0456 0.0328 1.70 0.24 -0.53
H 2.5452 -0.3592 -0.6831 0.10 0.53 -0.24
H 0.3469 -0.4289 1.4485 -0.01 -0.04 0.83
H -0.8219 -1.4101 -1.1709 -0.10 0.31 0.28
H -1.2074 -1.9765 0.4976 0.46 0.79 -0.57
H -1.1639 2.3458 -0.3003 -0.28 0.13 -0.15
N -0.9516 1.3630 -0.3757 0.67 -0.34 0.88
S 1.9346 -1.3171 -0.0087 -0.11 -0.68 0.05
S -2.1270 0.1922 0.1743 0.03 -0.03 -0.44
S 1.6126 2.0864 0.1268 -1.30 -0.58 -0.16
```
Positions in Å, forces in eV/Å.

* frontier orbital gap: 8.8 eV
* HOMO: -8.7 eV
* LUMO: 0.1 eV
* calculated total energy: -1366.6053 hartree
* relative energy (zero: lowest compared OMol25 entry of this formula, charge and spin): 5.4 kcal per mole

***

A 2-piece molecular cluster, C4H15N2O overall, computed with the ωB97M-V functional and the def2-TZVPD basis.

Geometry as XYZ:
```
22
Properties=species:S:1:pos:R:3:forces:R:3
C -1.5165 -1.1869 -2.5103 -0.70 0.22 -0.14
C -0.4624 -0.5664 -1.6136 -0.18 -1.05 0.05
C -0.4723 -1.2069 -0.2305 -0.22 0.64 0.35
C 0.7077 -0.8491 0.6766 0.23 -0.48 0.25
N 1.1158 0.6192 0.5954 -0.58 -0.53 0.47
N -0.5995 0.8865 -1.4639 0.22 0.93 -0.68
H -1.3654 -2.2389 -2.6890 0.22 -0.37 0.03
H -1.5227 -0.6917 -3.4550 0.46 0.29 -0.98
H -2.5674 -1.0624 -2.2361 0.15 0.02 0.85
H 0.4959 -0.8269 -2.0704 0.17 0.41 -0.09
H -0.4723 -2.2860 -0.3058 -0.05 -0.28 -0.08
H -1.4151 -0.9171 0.2450 0.07 -0.07 0.11
H 0.4557 -1.1170 1.7081 0.12 0.38 -0.14
H 1.5883 -1.4413 0.4190 -0.05 0.15 -0.09
H 1.1599 1.0858 1.5018 -0.19 -0.01 0.35
H 0.3479 1.0565 0.0149 0.26 0.28 -0.45
H 2.0285 0.7172 0.1639 -0.07 0.12 -0.27
H -1.5305 1.2070 -1.7253 -0.17 -0.31 0.50
H -0.0434 1.3714 -2.1696 0.16 -0.21 0.13
H 1.2644 2.4822 4.0631 -0.42 -0.01 -0.11
H 1.6071 1.0514 3.8019 -0.36 -0.02 0.23
O 0.8708 1.6753 3.6940 0.93 -0.11 -0.30
```
Positions in Å, forces in eV/Å.

* frontier orbital gap: 11.1 eV
* HOMO: -14.2 eV
* LUMO: -3.0 eV
* calculated total energy: -345.9264 hartree
* charge: +1
* relative energy (zero: lowest compared OMol25 entry of this formula, charge and spin): 12.1 kcal per mole

***

One molecule with the formula C2H3N3S2, computed with the ωB97M-V functional and the def2-TZVPD basis.

Geometry as XYZ:
```
10
Properties=species:S:1:pos:R:3:forces:R:3
C 0.1278 0.6033 -0.5114 -1.36 -0.31 -0.83
C 0.9704 0.8912 -1.7024 -0.82 -0.17 1.00
H -0.3469 -1.9813 1.9680 -0.05 0.48 -2.69
H 1.6381 -0.6042 0.1749 -1.90 -0.11 0.15
H -1.1216 0.3228 1.5753 -0.27 -0.18 0.82
N 0.5885 -0.4866 0.2562 2.66 1.27 -0.11
N -1.0231 1.1733 -0.4492 0.62 0.04 0.24
N 1.6011 1.0076 -2.6525 0.22 0.12 -0.07
S -0.3485 -1.8430 0.4615 -0.14 -1.41 2.48
S -2.0856 0.9169 0.8794 1.04 0.27 -0.99
```
Positions in Å, forces in eV/Å.

* frontier orbital gap: 9.1 eV
* HOMO: -9.2 eV
* LUMO: -0.1 eV
* calculated total energy: -1038.5684 hartree
* relative energy (zero: lowest compared OMol25 entry of this formula, charge and spin): 43.4 kcal per mole

***

A 3-piece molecular cluster, C2H10N2O2 overall, computed with the ωB97M-V functional and the def2-TZVPD basis.

Geometry as XYZ:
```
16
Properties=species:S:1:pos:R:3:forces:R:3
C -1.2235 0.4053 0.2669 0.10 0.07 -0.02
C -1.9277 -0.4280 -0.7877 0.02 0.04 0.05
O -0.7097 -0.1492 1.2888 -0.04 0.16 -0.21
O -1.9266 1.5959 0.4758 0.22 -0.21 -0.02
H 0.9049 -0.3653 1.0445 0.06 0.03 -0.07
H -1.6710 1.8870 1.3615 0.00 -0.06 -0.05
H 0.8560 0.5997 -0.2595 0.11 -0.17 0.23
H -1.2741 -1.2413 -1.0987 -0.01 0.03 0.01
H -2.8315 -0.8480 -0.3385 0.04 0.02 0.00
H -2.2052 0.1769 -1.6502 0.03 0.00 0.05
N 1.6892 0.0046 0.4429 -0.12 0.08 -0.10
N 2.3263 -1.0134 -0.3211 -0.07 0.11 0.09
H 2.8679 -0.5836 -1.0622 -0.02 -0.02 0.08
H 2.3054 0.6287 0.9615 -0.04 -0.13 -0.09
H -0.1190 0.8958 -0.5926 -0.25 -0.03 0.09
H 2.9386 -1.5652 0.2688 -0.02 0.07 -0.04
```
Positions in Å, forces in eV/Å.

* frontier orbital gap: 9.0 eV
* HOMO: -8.4 eV
* LUMO: 0.6 eV
* calculated total energy: -342.0714 hartree
* relative energy (zero: lowest compared OMol25 entry of this formula, charge and spin): 76.9 kcal per mole

***

A 2-piece molecular cluster, C3H8O2S overall, computed with the ωB97M-V functional and the def2-TZVPD basis.

Geometry as XYZ:
```
14
Properties=species:S:1:pos:R:3:forces:R:3
O 2.0747 -0.7783 1.1991 0.07 2.47 -1.71
C 1.8490 0.2868 0.6049 0.17 -2.63 2.68
C 0.4478 0.8458 0.6617 -0.02 -0.26 -3.38
C -0.1407 0.6809 -0.8693 0.23 -0.32 2.68
S -1.9336 0.8161 -1.0157 1.04 -0.02 0.12
H 2.6505 0.8951 0.1507 -0.15 -0.25 -0.10
H 0.5500 1.8525 0.9553 -0.12 1.64 -0.21
H -0.2181 0.4282 1.3515 -0.54 -1.37 1.11
H 0.3546 1.4062 -1.4285 0.32 1.44 -1.52
H 0.1708 -0.2784 -1.3093 -0.36 0.02 0.14
H -2.1053 0.3872 0.2460 -0.44 -0.21 0.16
H 0.0282 -1.9298 -0.4506 -0.25 -1.56 1.90
H 0.5750 -1.7132 0.9960 -1.51 -2.20 -1.07
O -0.0753 -2.3450 0.4705 1.56 3.25 -0.81
```
Positions in Å, forces in eV/Å.

* frontier orbital gap (spin up / spin down): 9.8 / 5.0 eV
* HOMO (spin up / spin down): -14.8 / -14.8 eV
* LUMO (spin up / spin down): -5.0 / -9.8 eV
* multiplicity: 2
* expectation value of S²: 0.7532
* calculated total energy: -667.3636 hartree
* charge: +1
* relative energy (zero: lowest compared OMol25 entry of this formula, charge and spin): 52.9 kcal per mole